DFT (ωB97M-V with the def2-TZVPD basis set) results for a structure of composition C36H44N5P2RuSi in a non-equilibrium geometry.

```
! RIJCOSX wB97M-V def2-TZVPD def2/J DEFGRID3
* xyz 3 1
Ru 0.66 -0.30 0.18
C 1.08 -1.71 -3.25
N 1.31 -1.81 -1.78
P 0.05 -2.30 -0.64
C 0.49 -3.78 0.23
C 0.28 -3.79 1.61
C 0.49 -4.97 2.31
C 0.92 -6.11 1.64
C 1.13 -6.08 0.26
C 0.91 -4.92 -0.45
C -1.49 -2.61 -1.47
C -2.62 -2.25 -0.72
C -3.87 -2.65 -1.15
C -4.00 -3.39 -2.31
C -2.87 -3.77 -3.04
C -1.61 -3.40 -2.61
P 2.57 -0.96 -1.03
C 3.80 -0.44 -2.18
C 4.41 -1.39 -3.01
C 5.45 -0.99 -3.82
C 5.88 0.33 -3.81
C 5.27 1.27 -2.99
C 4.23 0.89 -2.16
C 3.04 -1.74 0.49
C 3.42 -3.09 0.65
C 3.68 -3.56 1.92
C 3.54 -2.73 3.03
C 3.19 -1.40 2.88
C 2.96 -0.89 1.60
H 1.28 -2.68 -3.71
H 1.74 -0.97 -3.68
H 0.05 -1.43 -3.44
H -0.05 -2.89 2.13
H 0.32 -5.01 3.38
H 1.08 -7.03 2.19
H 1.45 -6.98 -0.25
H 1.05 -4.91 -1.53
H -2.51 -1.69 0.20
H -4.75 -2.38 -0.58
H -4.98 -3.70 -2.65
H -2.98 -4.37 -3.93
H -0.74 -3.74 -3.17
H 4.09 -2.43 -3.01
H 5.94 -1.71 -4.47
H 6.69 0.64 -4.46
H 5.62 2.30 -2.98
H 3.76 1.62 -1.51
H 3.52 -3.74 -0.21
H 4.00 -4.59 2.05
H 3.74 -3.11 4.02
H 3.14 -0.74 3.74
H 2.87 0.19 1.47
C 0.13 0.67 5.80
Si -1.33 0.14 4.78
C -1.96 -1.55 5.22
C -2.66 1.42 4.66
C -0.61 -0.04 3.04
C -0.13 -0.15 1.91
H -0.23 1.07 6.75
H 0.70 1.46 5.30
H 0.79 -0.17 6.01
H -2.32 -1.56 6.25
H -1.17 -2.29 5.12
H -2.80 -1.84 4.58
H -3.16 1.53 5.62
H -3.41 1.14 3.92
H -2.24 2.39 4.39
C -2.04 1.06 -0.59
N -2.61 2.26 -1.14
C -2.24 2.39 -2.55
N -0.78 2.49 -2.68
C -0.17 1.31 -2.14
N -0.52 1.12 -0.68
C -0.09 2.38 0.06
N -0.68 3.55 -0.52
C -2.14 3.43 -0.41
C -0.31 3.66 -1.93
H -2.37 0.20 -1.16
H -2.30 0.95 0.46
H -2.69 3.28 -2.97
H -2.59 1.52 -3.11
H 0.92 1.38 -2.22
H -0.54 0.43 -2.67
H 1.01 2.44 0.00
H -0.39 2.27 1.10
H -2.60 4.33 -0.82
H -2.42 3.35 0.64
H 0.78 3.75 -2.02
H -0.76 4.56 -2.36
*
```

* LUMO energy (spin up / spin down): -11.07 / -11.08 eV
* Kohn-Sham gap (spin up / spin down): 5.5209 / 5.5188 eV